Below is C15H22ClN2NbO7P as an isolated structure in a non-equilibrium geometry, with properties calculated with the ωB97M-V functional and the def2-TZVPD basis.

E_HOMO = -3.41 eV
orbital gap = 0.172 hartree
total charge = -1
E_LUMO = 1.263 eV
total energy = -2079.3435 Eh

Structure (XYZ):
```
49
C15H22ClN2NbO7P, DFT the ωB97M-V functional and the def2-TZVPD basis
C -0.33 -0.76 -1.02
C 0.51 -0.02 -2.06
O -0.02 1.28 -2.39
Nb -0.03 2.78 -1.30
C 2.18 2.67 -1.15
Cl -0.11 4.73 0.10
P -2.57 2.27 -0.89
O -2.88 1.35 -2.22
O -2.97 1.14 0.27
H -1.17 -0.15 -0.72
H -0.68 -1.70 -1.43
H 0.24 -0.97 -0.12
H 1.53 0.12 -1.73
H 0.55 -0.62 -2.98
H -0.49 3.93 -2.74
H 0.02 1.87 0.31
H 2.66 1.70 -1.30
H 2.47 3.37 -1.94
H 2.53 3.05 -0.20
H -2.05 1.06 -2.64
H -3.55 1.56 0.91
C -3.37 -7.20 -1.57
C -2.24 -7.20 -2.38
C -1.76 -6.01 -2.90
C -2.43 -4.85 -2.59
C -3.55 -4.81 -1.79
C -4.02 -6.01 -1.28
N -1.92 -3.56 -3.14
O -0.93 -3.61 -3.85
O -2.52 -2.56 -2.83
H -3.74 -8.13 -1.16
H -1.73 -8.13 -2.60
H -0.89 -5.96 -3.54
H -4.03 -3.86 -1.58
H -4.90 -6.01 -0.64
C 1.81 4.87 3.54
C 2.28 4.85 4.85
C 3.17 3.86 5.25
C 3.55 2.92 4.31
C 3.09 2.91 3.01
C 2.21 3.91 2.62
N 4.50 1.87 4.73
O 4.88 1.87 5.89
O 4.85 1.05 3.91
H 1.11 5.64 3.22
H 1.97 5.60 5.56
H 3.56 3.80 6.25
H 3.42 2.15 2.32
H 1.81 3.96 1.62
```